1.
The following is a DFT calculation (the ωB97M-V functional and the def2-TZVPD basis) of C10H21NO in the gas phase in a non-equilibrium geometry.

Results
SMILES string: CC/C(C[C@@H](C)CC)=N\CCO
LUMO energy: 0.890 eV
HOMO-LUMO gap: 10.0 eV
energy relative to the best compared isomer or geometry (same formula, charge and spin): 67.16 kcal per mole

Structure (XYZ):
```
33
C10H21NO (the ωB97M-V functional and the def2-TZVPD basis)
N 0.404 -1.848 -0.268
O 3.251 -2.544 -2.405
C 0.155 -0.922 0.556
C 1.816 0.643 1.452
C -1.463 2.681 1.505
C -2.236 0.523 -1.643
C 1.710 -2.326 -0.541
C 1.879 -2.185 -2.032
C 1.007 -0.580 1.751
C -1.280 -0.298 0.593
C -2.194 2.053 0.256
C -1.447 0.852 -0.355
H 3.305 -2.307 -3.351
H 2.136 0.587 0.351
H 1.211 1.522 1.642
H 2.833 0.777 1.990
H -2.031 3.475 1.858
H -1.592 2.033 2.438
H -0.476 2.890 1.105
H -3.219 0.123 -1.417
H -1.636 -0.321 -2.129
H -2.099 1.267 -2.444
H 2.547 -1.778 -0.144
H 1.812 -3.295 -0.060
H 1.199 -2.788 -2.682
H 1.802 -1.118 -2.337
H 1.655 -1.412 2.090
H 0.419 -0.479 2.670
H -2.100 -1.040 0.376
H -1.507 0.040 1.605
H -3.237 1.886 0.577
H -2.283 2.861 -0.451
H -0.342 1.030 -0.558
```

2.
The following is a DFT calculation (the ωB97M-V functional and the def2-TZVPD basis) of a molecular structure, C30H69N7O14PS2 in a non-equilibrium geometry.

Results
LUMO energy: 1.707 eV
HOMO-LUMO gap: 7.4 eV
total charge: -1

Structure (XYZ):
```
123
C30H69N7O14PS2 (the ωB97M-V functional and the def2-TZVPD basis)
C 2.058 -1.822 1.843
O 2.333 -2.022 0.478
C 1.398 -2.861 -0.200
C 1.598 -2.748 -1.702
C 0.655 -1.775 -2.403
C 0.813 -0.286 -2.078
C 0.145 0.152 -0.775
C -0.174 1.647 -0.597
C -0.560 2.466 -1.832
C -1.869 2.056 -2.555
C -2.882 1.243 -1.738
C -3.620 2.042 -0.655
S -3.771 1.293 0.971
O -4.013 2.392 1.873
O -2.541 0.535 1.142
N -5.017 0.333 1.040
S -5.428 -0.790 0.032
O -5.710 -0.293 -1.298
O -6.393 -1.655 0.649
C -3.904 -1.744 -0.241
P -3.600 -3.369 0.410
O -4.157 -3.830 1.681
O -3.905 -4.295 -0.876
O -1.987 -3.392 0.474
H 1.075 -2.213 2.118
H 2.071 -0.752 2.061
H 2.814 -2.316 2.464
H 0.383 -2.547 0.069
H 1.551 -3.893 0.135
H 1.435 -3.737 -2.127
H 2.643 -2.485 -1.897
H -0.372 -2.089 -2.184
H 0.792 -1.900 -3.481
H 0.403 0.286 -2.913
H 1.884 -0.065 -2.004
H 0.808 -0.143 0.040
H -0.769 -0.425 -0.620
H -0.965 1.706 0.144
H 0.692 2.144 -0.145
H 0.257 2.444 -2.559
H -0.654 3.508 -1.527
H -1.615 1.466 -3.441
H -2.372 2.958 -2.920
H -3.640 0.838 -2.408
H -2.378 0.392 -1.297
H -4.638 2.268 -0.969
H -3.119 2.985 -0.424
H -3.843 -1.816 -1.326
H -3.070 -1.141 0.119
H -3.411 -5.127 -0.844
H -1.575 -3.516 -0.401
C -3.454 -6.741 2.488
C -2.893 -7.891 1.693
O -1.928 -7.776 0.950
N -3.510 -9.102 1.818
C -4.661 -9.428 2.627
H -2.878 -5.848 2.274
H -4.488 -6.528 2.220
H -3.414 -6.946 3.560
H -3.094 -9.829 1.259
H -4.429 -10.198 3.367
H -5.494 -9.785 2.016
H -4.994 -8.542 3.157
C 0.955 6.840 -1.988
C -0.460 6.729 -1.474
O -1.222 5.843 -1.822
N -0.872 7.644 -0.555
C -0.153 8.749 0.047
H 1.131 6.042 -2.701
H 1.129 7.795 -2.484
H 1.670 6.751 -1.168
H -1.817 7.479 -0.245
H -0.068 8.598 1.122
H -0.675 9.691 -0.138
H 0.845 8.825 -0.377
C 0.459 -5.538 0.108
C 0.500 -5.280 -1.373
O -0.192 -4.391 -1.864
N 1.290 -6.052 -2.153
C 2.170 -7.109 -1.727
H -0.195 -4.760 0.477
H 0.042 -6.519 0.341
H 1.435 -5.435 0.584
H 1.257 -5.815 -3.132
H 3.209 -6.880 -1.970
H 1.904 -8.063 -2.188
H 2.096 -7.224 -0.649
C 4.944 8.780 -3.748
C 4.613 7.306 -3.649
O 3.473 6.895 -3.754
N 5.646 6.445 -3.431
C 7.050 6.751 -3.275
H 4.013 9.311 -3.920
H 5.404 9.146 -2.829
H 5.630 8.979 -4.572
H 5.358 5.481 -3.370
H 7.653 6.263 -4.043
H 7.423 6.436 -2.299
H 7.203 7.823 -3.361
C -1.510 9.730 5.053
C -1.029 8.710 4.044
O -0.036 8.905 3.358
N -1.739 7.561 3.924
C -2.931 7.158 4.640
H -0.830 10.575 5.014
H -2.521 10.069 4.822
H -1.515 9.315 6.061
H -1.360 6.914 3.248
H -2.760 6.243 5.208
H -3.762 6.981 3.957
H -3.223 7.940 5.335
C 4.746 -6.182 0.106
C 3.450 -6.437 0.842
O 2.369 -6.306 0.296
N 3.532 -6.806 2.151
C 4.718 -6.992 2.954
H 4.490 -5.892 -0.908
H 5.313 -5.376 0.575
H 5.375 -7.073 0.084
H 2.633 -6.945 2.587
H 4.788 -8.013 3.336
H 4.736 -6.309 3.805
H 5.600 -6.798 2.353
```

3.
The following is a DFT calculation (the ωB97M-V functional and the def2-TZVPD basis) of a molecular structure, C10H17IrO7P2.

Results
spin multiplicity: 5
LUMO energy (spin up / spin down): 0.302 / -1.856 eV
HOMO-LUMO gap (spin up / spin down): 8.1 / 7.7 eV
energy relative to the best compared isomer or geometry (same formula, charge and spin): 0.00 kcal per mole

Structure (XYZ):
```
37
C10H17IrO7P2 (the ωB97M-V functional and the def2-TZVPD basis)
Ir 0.869 0.257 -0.077
C -1.673 -0.652 -0.270
C -0.719 -1.283 -1.112
C 0.300 -1.865 -0.279
C -0.015 -1.528 1.086
C -1.242 -0.794 1.077
C -1.913 -0.162 2.245
C 0.736 -1.993 2.292
C 1.366 -2.820 -0.719
C -0.742 -1.381 -2.603
C -2.849 0.156 -0.689
H -2.992 -0.313 2.192
H -1.722 0.914 2.254
H -1.555 -0.571 3.187
H 0.474 -3.024 2.542
H 0.513 -1.360 3.149
H 1.813 -1.952 2.128
H 0.983 -3.843 -0.709
H 2.231 -2.783 -0.059
H 1.703 -2.601 -1.732
H -0.975 -2.400 -2.923
H 0.226 -1.117 -3.032
H -1.486 -0.713 -3.030
H -3.759 -0.209 -0.209
H -3.000 0.128 -1.766
H -2.696 1.196 -0.392
O 1.957 2.130 -2.208
P 2.810 2.450 -0.888
O 4.047 3.180 -1.128
O 2.779 1.077 -0.196
O 1.799 3.364 0.026
P 0.502 2.782 0.776
O -0.108 4.080 1.435
O 0.846 1.747 1.810
O -0.393 2.156 -0.286
H 1.836 2.864 -2.818
H 0.050 4.884 0.929
```

4.
The following is a DFT calculation (the ωB97M-V functional and the def2-TZVPD basis) of 2 unconnected molecules or ions with the total composition C2H2NO5 in a non-equilibrium geometry.

Results
spin multiplicity: 2
LUMO energy (spin up / spin down): -1.072 / -4.974 eV
HOMO-LUMO gap (spin up / spin down): 9.3 / 5.4 eV
energy relative to the best compared isomer or geometry (same formula, charge and spin): 17.46 kcal per mole

Structure (XYZ):
```
10
C2H2NO5 (the ωB97M-V functional and the def2-TZVPD basis)
N 0.543 -1.065 4.614
O 0.564 -2.317 4.785
O 1.629 -0.442 4.420
O -0.550 -0.440 4.635
H 1.512 2.006 4.094
C 1.476 3.118 3.944
O 0.451 3.794 3.952
C 2.783 3.801 3.721
O 3.801 3.127 3.713
H 2.669 4.904 3.580
```

5.
The following is a DFT calculation (the ωB97M-V functional and the def2-TZVPD basis) of a molecular structure, C42H105ClCuN7O4 in a non-equilibrium geometry.

Results
LUMO energy: 0.397 eV
HOMO-LUMO gap: 8.1 eV

Structure (XYZ):
```
160
C42H105ClCuN7O4 (the ωB97M-V functional and the def2-TZVPD basis)
Cu -1.760 -1.666 2.330
Cl -0.528 0.491 0.613
O -1.936 0.697 0.916
O -0.297 -0.938 0.448
O -0.270 1.131 -0.647
O 0.263 0.943 1.730
C -4.292 -3.113 -1.355
C -3.547 -2.251 -0.312
N -3.389 -2.828 1.057
C -2.906 -4.213 1.104
C -1.490 -4.443 0.585
C -4.601 -2.694 1.825
C -4.721 -1.251 2.267
H -5.197 -3.582 -0.969
H -3.677 -3.937 -1.718
H -4.621 -2.553 -2.231
H -2.587 -1.958 -0.738
H -4.004 -1.262 -0.291
H -2.791 -4.562 2.130
H -3.662 -4.864 0.667
H -1.163 -5.403 0.985
H -1.383 -4.536 -0.496
H -0.800 -3.655 0.888
H -4.728 -3.461 2.589
H -5.482 -2.945 1.234
H -4.648 -0.491 1.490
H -3.919 -1.047 2.976
H -5.630 -1.073 2.841
C 5.340 2.226 2.732
C 5.791 1.486 1.458
N 4.740 0.618 0.951
C 4.505 -0.544 1.875
C 3.919 -1.691 1.061
C 3.528 1.295 0.539
C 3.742 2.488 -0.416
H 4.571 2.982 2.579
H 6.240 2.763 3.033
H 5.111 1.529 3.538
H 5.977 2.222 0.676
H 6.707 0.898 1.519
H 5.454 -0.974 2.197
H 3.802 -0.307 2.673
H 3.865 -2.631 1.610
H 2.942 -1.368 0.700
H 4.479 -1.843 0.139
H 2.986 1.630 1.423
H 2.839 0.604 0.053
H 4.132 3.315 0.177
H 2.773 2.838 -0.774
H 4.344 2.256 -1.294
C -2.132 -4.038 5.394
C -1.778 -2.524 5.557
N -0.823 -2.021 4.549
C 0.447 -2.824 4.533
C 1.251 -2.368 3.272
C -0.488 -0.598 4.920
C -1.684 0.315 4.737
H -2.907 -4.338 6.099
H -1.271 -4.686 5.562
H -2.466 -4.139 4.361
H -2.773 -2.077 5.553
H -1.482 -2.409 6.599
H 1.032 -2.664 5.439
H 0.158 -3.862 4.370
H 0.628 -2.410 2.379
H 1.702 -1.386 3.411
H 2.059 -3.032 2.964
H 0.347 -0.145 4.385
H -0.157 -0.516 5.955
H -2.566 0.022 5.307
H -1.936 0.241 3.679
H -1.434 1.332 5.038
C 0.847 -1.648 -2.640
C 0.893 -3.166 -2.411
N 0.297 -4.015 -3.447
C -1.124 -3.598 -3.633
C -1.940 -4.835 -4.219
C 0.942 -3.902 -4.782
C 2.444 -4.212 -4.712
H 1.375 -1.126 -1.842
H -0.153 -1.235 -2.772
H 1.333 -1.356 -3.571
H 1.932 -3.461 -2.266
H 0.591 -3.438 -1.399
H -1.623 -3.306 -2.709
H -1.150 -2.747 -4.314
H -1.972 -5.685 -3.538
H -2.993 -4.599 -4.372
H -1.531 -5.069 -5.202
H 0.664 -2.912 -5.144
H 0.496 -4.625 -5.465
H 2.917 -4.191 -5.694
H 2.660 -5.201 -4.308
H 3.016 -3.532 -4.079
C 2.174 1.590 -3.369
C 0.950 1.691 -4.335
N 1.362 1.516 -5.749
C 1.634 0.137 -6.144
C 2.498 0.116 -7.452
C 0.456 2.278 -6.654
C -0.973 1.657 -6.720
H 2.582 0.581 -3.311
H 1.822 1.825 -2.364
H 3.018 2.228 -3.630
H 0.151 0.971 -4.161
H 0.396 2.617 -4.180
H 2.212 -0.406 -5.396
H 0.738 -0.471 -6.270
H 1.957 0.472 -8.329
H 3.318 0.831 -7.392
H 2.966 -0.840 -7.687
H 0.951 2.361 -7.622
H 0.310 3.310 -6.337
H -1.095 0.654 -7.129
H -1.581 2.315 -7.340
H -1.339 1.668 -5.693
C -0.124 4.582 6.337
C 1.330 4.050 6.414
N 2.261 4.699 5.468
C 3.673 4.250 5.717
C 4.676 5.379 5.465
C 1.914 4.708 4.054
C 1.649 3.309 3.537
H -0.114 5.657 6.157
H -0.624 4.469 7.299
H -0.704 4.060 5.576
H 1.666 4.379 7.397
H 1.375 2.967 6.295
H 3.824 3.777 6.688
H 4.005 3.449 5.058
H 4.491 6.290 6.033
H 5.703 5.085 5.683
H 4.574 5.724 4.436
H 2.731 5.147 3.481
H 1.059 5.345 3.826
H 1.625 3.297 2.447
H 0.682 2.915 3.848
H 2.360 2.579 3.924
C -2.581 3.810 -3.738
C -2.567 2.612 -2.796
N -3.836 1.917 -2.886
C -3.764 0.481 -2.531
C -3.101 -0.253 -3.776
C -4.805 2.632 -2.004
C -4.577 2.714 -0.487
H -2.954 3.579 -4.736
H -1.603 4.240 -3.955
H -3.146 4.626 -3.289
H -1.750 1.937 -3.049
H -2.343 2.901 -1.769
H -3.220 0.418 -1.589
H -4.753 0.082 -2.307
H -3.583 0.096 -4.690
H -2.025 -0.082 -3.785
H -3.215 -1.325 -3.620
H -5.763 2.117 -2.074
H -4.956 3.649 -2.367
H -5.417 3.258 -0.058
H -3.703 3.314 -0.235
H -4.550 1.718 -0.045
```